Entry from OMol25: a molecular structure, C52H37F5N4O3P2PdSSe (the ωB97M-V functional and the def2-TZVPD basis).

The geometry in XYZ format:
```
106
Properties=species:S:1:pos:R:3:forces:R:3:lowdin_charge:R:1
Pd -0.0891 -0.8778 0.0398 -0.148 0.384 -0.128 0.225
N -3.4116 6.2684 -0.5440 -0.115 0.028 -0.010 0.091
C -3.3471 4.8689 -0.6741 0.056 -0.097 -0.031 -0.326
C -2.1996 4.2748 -1.2033 -0.016 0.268 -0.074 -0.027
C -2.1414 2.9060 -1.3563 -0.242 0.013 0.073 -0.045
C -3.2356 2.1143 -1.0095 0.211 -0.031 -0.142 -0.285
C -4.3778 2.6960 -0.4871 -0.082 0.007 0.037 -0.080
C -4.4342 4.0724 -0.3168 0.032 -0.012 -0.023 -0.049
S -3.1202 0.3625 -1.2143 -0.037 -0.002 0.051 0.559
O -4.4607 -0.1687 -1.3302 -0.005 0.018 -0.003 -0.337
O -2.2232 0.1257 -2.3241 -0.024 0.073 0.038 -0.350
N -2.3452 -0.1561 0.0926 0.223 -0.202 -0.125 -0.155
C -2.9066 -0.2676 1.2954 -0.023 0.033 0.155 -0.484
N -2.1112 -0.8779 2.2294 -0.080 0.027 -0.070 0.100
C -2.6248 -1.0614 3.4264 -0.004 0.007 0.050 -0.180
C -3.9045 -0.6530 3.7873 0.025 -0.017 -0.002 -0.103
C -4.6108 0.0041 2.7907 0.003 0.020 -0.009 -0.171
N -4.1489 0.2074 1.5725 0.032 -0.032 0.017 0.127
H -2.4970 6.6939 -0.5301 0.075 -0.004 -0.018 0.070
H -3.9477 6.5673 0.2568 0.019 0.004 0.026 0.073
H -1.3298 4.8621 -1.5001 0.136 -0.067 0.186 0.085
H -1.2344 2.4750 -1.7488 -0.047 -0.037 0.022 0.085
H -5.2084 2.0598 -0.2114 0.017 0.013 -0.006 0.096
H -5.3293 4.5349 0.0887 0.014 -0.011 0.004 0.097
H -1.9798 -1.5584 4.1490 0.017 -0.016 -0.003 0.095
H -4.3050 -0.8118 4.7785 -0.002 0.009 -0.003 0.073
H -5.6060 0.3992 2.9897 -0.003 -0.005 0.002 0.095
O 2.3918 -2.5394 -0.4595 -0.142 0.111 -0.087 -0.062
C 3.5121 -1.9253 -0.0257 0.079 0.206 0.163 -0.273
C 4.6409 -2.6023 0.4033 0.203 -0.079 0.082 -0.025
C 5.7074 -1.8780 0.9264 0.004 -0.107 -0.026 -0.104
C 5.6366 -0.5018 1.0247 -0.036 0.121 -0.024 -0.101
C 4.4833 0.1621 0.6104 0.027 -0.064 -0.007 -0.070
C 3.3934 -0.5258 0.0905 0.095 -0.094 0.038 -0.250
P 1.7902 0.2905 -0.3785 -0.253 -0.261 0.027 0.969
C 2.0873 1.9300 0.3385 0.027 0.026 0.051 -0.438
C 2.3523 3.0821 -0.2680 0.064 -0.050 -0.056 -0.048
C 2.5235 4.3316 0.5646 -0.049 -0.055 -0.104 -0.230
C 3.1431 4.0124 1.9080 -0.031 -0.006 0.025 -0.048
C 2.7642 2.9013 2.5289 0.023 0.007 0.018 -0.132
C 1.8198 1.9877 1.8203 -0.041 -0.032 0.009 -0.557
C 2.0884 0.5603 -2.1612 -0.018 0.006 -0.075 -0.326
C 1.0352 1.1032 -2.8974 0.093 -0.072 -0.034 -0.076
C 1.1719 1.3265 -4.2566 0.020 0.006 -0.055 -0.067
C 2.3501 0.9807 -4.9070 -0.024 0.006 -0.004 -0.109
C 3.3943 0.4187 -4.1881 -0.006 0.006 0.009 -0.108
C 3.2662 0.2175 -2.8193 0.041 0.057 0.008 -0.085
C 2.1957 -3.7108 -1.0962 -0.103 0.008 0.040 -0.257
C 3.1748 -4.3985 -1.7939 0.178 -0.149 -0.147 -0.022
C 2.8451 -5.5908 -2.4265 0.040 0.029 0.020 -0.102
C 1.5536 -6.0851 -2.3625 -0.057 0.032 0.038 -0.105
C 0.5775 -5.3594 -1.6861 0.018 0.003 -0.044 -0.091
C 0.8628 -4.1525 -1.0587 -0.073 -0.288 -0.145 -0.230
P -0.3959 -3.1157 -0.1703 0.319 0.196 -0.006 0.998
C -0.3155 -4.0418 1.4122 -0.138 -0.038 0.010 -0.338
C 0.4419 -3.4397 2.4084 0.095 -0.055 0.267 -0.105
C 0.6016 -4.0505 3.6452 0.014 -0.027 0.013 -0.094
C -0.0139 -5.2671 3.9052 0.028 0.028 0.040 -0.115
C -0.7775 -5.8739 2.9174 -0.028 -0.014 -0.066 -0.103
C -0.9208 -5.2673 1.6772 -0.013 -0.065 -0.025 -0.094
C -1.9735 -3.6303 -0.9164 -0.037 -0.048 -0.095 -0.364
C -2.1279 -3.6701 -2.3040 0.013 -0.018 0.056 -0.101
C -3.3854 -3.7839 -2.8740 -0.017 -0.011 0.002 -0.090
C -4.5163 -3.8389 -2.0715 0.015 0.004 -0.030 -0.102
C -4.3777 -3.7659 -0.6945 0.009 0.007 0.036 -0.088
C -3.1192 -3.6585 -0.1225 -0.074 0.012 0.053 -0.106
H 4.6933 -3.6836 0.3657 -0.098 0.052 -0.065 0.109
H 6.5912 -2.4095 1.2591 0.012 0.015 0.013 0.093
H 6.4703 0.0640 1.4220 0.001 -0.001 0.006 0.092
H 4.4305 1.2420 0.6809 -0.027 0.011 0.036 0.100
H 2.4420 3.1881 -1.3389 -0.024 0.024 -0.007 0.104
H 3.1353 5.0314 0.0032 0.003 -0.005 -0.011 0.135
H 3.7883 4.7451 2.3803 0.004 0.000 0.001 0.107
H 3.0784 2.6600 3.5381 -0.001 -0.011 -0.004 0.101
H 1.7802 0.9934 2.2686 0.034 0.009 0.016 0.075
H 0.0987 1.3220 -2.4067 -0.016 -0.059 0.011 0.068
H 0.3487 1.7597 -4.8100 -0.014 0.006 0.014 0.106
H 2.4503 1.1447 -5.9739 0.001 0.003 0.003 0.089
H 4.3146 0.1407 -4.6897 0.001 0.002 0.004 0.088
H 4.0943 -0.2037 -2.2615 -0.004 0.001 -0.033 0.094
H 4.1834 -4.0115 -1.8711 -0.086 0.060 0.088 0.109
H 3.6147 -6.1266 -2.9692 -0.019 -0.020 -0.013 0.094
H 1.2974 -7.0219 -2.8415 0.005 -0.002 -0.007 0.091
H -0.4370 -5.7376 -1.6542 -0.025 0.014 -0.015 0.100
H 0.8987 -2.4808 2.1985 -0.028 0.135 -0.005 0.080
H 1.1957 -3.5654 4.4107 -0.002 -0.003 0.002 0.096
H 0.0938 -5.7373 4.8758 0.003 -0.002 -0.002 0.089
H -1.2663 -6.8217 3.1116 0.005 -0.001 0.007 0.091
H -1.5200 -5.7485 0.9122 -0.001 0.018 -0.003 0.100
H -1.2621 -3.5669 -2.9467 0.034 -0.010 0.006 0.108
H -3.4828 -3.7896 -3.9529 -0.005 0.001 0.004 0.097
H -5.5009 -3.8895 -2.5195 -0.001 0.002 0.002 0.093
H -5.2528 -3.7478 -0.0569 -0.011 -0.008 -0.013 0.100
H -3.0359 -3.5433 0.9531 0.036 -0.008 -0.021 0.101
F 0.1274 8.5364 0.9171 -0.008 0.025 -0.007 0.088
C 0.1309 7.2070 1.1295 0.048 -0.040 0.022 -0.147
C -0.9390 6.6098 1.7650 -0.056 0.028 0.000 -0.168
F -1.9807 7.3588 2.1868 0.019 -0.020 -0.010 0.077
C -0.9056 5.2515 1.9881 -0.025 -0.009 0.003 -0.277
F -1.9381 4.7100 2.6616 -0.071 -0.031 -0.011 0.043
C 0.1568 4.4556 1.5877 0.097 0.044 -0.097 -0.345
Se -0.0494 2.6076 2.0682 -0.011 -0.002 0.059 1.144
C 1.2233 5.0493 0.8930 0.010 0.056 0.341 -0.136
F 0.7545 4.8102 -1.4647 -0.021 0.095 -0.174 -0.525
C 1.1967 6.4301 0.7351 -0.048 -0.041 -0.132 -0.175
F 2.2293 7.0765 0.1561 -0.008 -0.037 0.004 0.081
```
Positions in Å, forces in eV/Å.

As for the spin multiplicity: 1. The charge is -2. For the energy above the lowest of the compared OMol25 structures with the same formula, charge and spin, the calculation gives 0.0 kcal per mole. The HOMO energy comes out at -1.663 eV. Its total energy is -6558.1087 hartree. The frontier orbital gap comes out at 5.61 eV.